C4H6N2OS | the ωB97M-V functional and the def2-TZVPD basis

Summary:
Energy ... -738.95483 a.u.
SMILES string ... O=C[C@H]1CNC(=S)N1
Orbital gap ... 8.63 eV
Energy above the lowest of the compared OMol25 structures with the same formula, charge and spin ... 31.3 kcal per mole
E_LUMO ... 0.3834 eV

The geometry in ORCA input format:
```
! wB97M-V def2-TZVPD RIJCOSX def2/J DEFGRID3
* xyz 0 1
O -1.705 1.787 -0.958
C -1.446 1.749 0.233
C -0.117 1.243 0.811
C -0.294 0.057 1.816
N -0.061 -1.091 0.972
C 0.608 -0.714 -0.175
S 1.123 -1.790 -1.334
N 0.735 0.629 -0.202
H -2.128 2.098 1.044
H 0.304 2.151 1.304
H 0.572 0.140 2.488
H -1.250 0.065 2.382
H 0.030 -2.030 1.359
H 0.914 1.135 -1.072
*
```

Mulliken atomic charge list, values in e, 4 entries: O -0.461; C -0.117; C 0.171; C -0.566

C23H23PSbSn | the ωB97M-V functional and the def2-TZVPD basis

Summary:
Energy ... -1685.69415 a.u.
Orbital gap (alpha / beta) ... 6.16 / 6.16 eV
E_LUMO (alpha / beta) ... -4.0962 / -4.0973 eV

The geometry in ORCA input format:
```
! wB97M-V def2-TZVPD RIJCOSX def2/J DEFGRID3
* xyz 1 1
C 1.619 1.124 -1.007
C 1.912 2.401 -0.601
C 1.191 3.235 0.288
C -0.051 3.026 0.946
C -0.835 1.897 0.963
Sn 0.102 0.203 0.158
P 1.138 -2.271 -1.100
H 2.220 0.600 -1.754
H 2.827 2.853 -1.018
H 1.649 4.222 0.448
H -1.806 1.870 1.477
H -0.404 3.907 1.515
H 1.463 -3.365 -0.237
H 2.387 -2.136 -1.789
H 0.377 -2.951 -2.108
C -1.373 -6.839 0.605
C -1.482 -6.108 -0.587
C -1.695 -4.724 -0.546
C -1.744 -4.067 0.689
C -1.659 -4.791 1.882
C -1.467 -6.178 1.840
Sb -1.941 -1.887 0.744
C -3.403 -1.658 -0.874
C -3.108 -0.846 -1.977
C -3.995 -0.811 -3.062
C -5.175 -1.565 -3.036
C -5.457 -2.378 -1.929
C -4.567 -2.428 -0.842
C -2.164 -1.479 2.881
C -3.381 -1.016 3.383
C -3.500 -0.756 4.758
C -2.403 -0.947 5.613
C -1.179 -1.387 5.093
C -1.054 -1.645 3.720
H -1.209 -7.916 0.573
H -1.397 -6.620 -1.553
H -1.802 -4.173 -1.482
H -1.738 -4.290 2.849
H -1.386 -6.745 2.774
H -2.188 -0.255 -2.016
H -3.759 -0.193 -3.935
H -5.869 -1.523 -3.877
H -6.369 -2.982 -1.914
H -4.787 -3.079 0.005
H -4.235 -0.862 2.719
H -4.452 -0.398 5.163
H -2.502 -0.743 6.682
H -0.316 -1.528 5.755
H -0.089 -1.977 3.328
*
```

Mulliken atomic charge list, values in e, 4 entries: C -0.478; C -0.518; C -0.096; C -0.359

C37H50GeNO6P2RuS | the ωB97M-V functional and the def2-TZVPD basis

Summary:
Energy ... -5198.74046 a.u.
Expectation value of S² ... 6.024
Orbital gap (alpha / beta) ... 7.62 / 7.13 eV
Energy above the lowest of the compared OMol25 structures with the same formula, charge and spin ... 9.6 kcal per mole
E_LUMO (alpha / beta) ... -2.2959 / -3.6456 eV

The geometry in ORCA input format:
```
! wB97M-V def2-TZVPD RIJCOSX def2/J DEFGRID3
* xyz 1 5
Ru 0.398 -0.596 -0.881
C 2.513 -4.213 0.540
C 2.323 -3.254 1.694
C 3.032 -3.683 2.960
O 0.878 -3.224 1.970
P 0.095 -1.896 2.225
O 0.392 -0.721 1.353
C -1.603 -2.494 2.059
P -2.042 -2.474 0.292
O -0.832 -2.616 -0.562
O -2.750 -1.103 0.037
C -4.000 -0.701 0.686
C -5.072 -0.630 -0.377
C -3.745 0.621 1.377
O -3.179 -3.525 0.077
C -3.084 -4.973 0.292
C -1.960 -5.573 -0.528
C -4.443 -5.526 -0.069
O 0.372 -1.560 3.735
C 0.020 -0.240 4.291
C 1.202 0.696 4.158
C -0.401 -0.484 5.722
H 3.569 -4.274 0.271
H 1.943 -3.890 -0.330
H 2.165 -5.205 0.832
H 2.626 -2.243 1.412
H 2.669 -4.665 3.270
H 2.847 -2.973 3.767
H 4.106 -3.749 2.781
H -2.298 -1.862 2.613
H -1.623 -3.503 2.474
H -4.269 -1.466 1.420
H -4.800 0.107 -1.134
H -6.019 -0.333 0.076
H -5.201 -1.600 -0.858
H -3.527 1.399 0.643
H -2.894 0.552 2.059
H -4.629 0.912 1.945
H -2.897 -5.127 1.358
H -2.109 -5.352 -1.587
H -1.953 -6.654 -0.391
H -0.988 -5.177 -0.232
H -4.652 -5.335 -1.123
H -5.224 -5.060 0.533
H -4.461 -6.601 0.106
H -0.823 0.157 3.715
H 2.057 0.305 4.714
H 0.937 1.671 4.569
H 1.480 0.825 3.113
H 0.437 -0.886 6.294
H -1.223 -1.200 5.764
H -0.724 0.451 6.180
S 0.621 -0.754 -3.152
C 2.298 -1.158 -2.825
C 3.284 -1.295 -3.794
C 4.588 -1.483 -3.377
C 4.877 -1.529 -2.016
C 3.838 -1.404 -1.120
N 2.571 -1.234 -1.512
H 3.016 -1.231 -4.841
H 5.381 -1.577 -4.109
H 5.889 -1.656 -1.660
H 4.011 -1.449 -0.052
C -0.637 1.112 -0.933
Ge 0.088 2.857 -1.422
C 0.813 2.863 -3.236
C 2.179 3.002 -3.463
C 2.691 2.910 -4.754
C 1.840 2.673 -5.824
C 0.475 2.533 -5.608
C -0.034 2.623 -4.320
C 1.523 3.241 -0.138
C 2.396 2.232 0.274
C 3.415 2.478 1.184
C 3.572 3.755 1.706
C 2.715 4.772 1.311
C 1.702 4.517 0.394
C -1.282 4.232 -1.243
C -1.556 5.119 -2.284
C -2.499 6.127 -2.119
C -3.175 6.257 -0.915
C -2.908 5.382 0.131
C -1.966 4.376 -0.034
H -1.705 0.951 -1.082
H 2.849 3.189 -2.630
H 3.755 3.030 -4.922
H 2.240 2.601 -6.829
H -0.191 2.349 -6.442
H -1.101 2.502 -4.157
H 2.284 1.232 -0.123
H 4.087 1.682 1.482
H 4.363 3.957 2.417
H 2.834 5.768 1.719
H 1.037 5.320 0.092
H -1.023 5.031 -3.223
H -2.702 6.813 -2.932
H -3.908 7.044 -0.788
H -3.428 5.491 1.075
H -1.752 3.701 0.790
*
```

Mulliken atomic charge list, values in e, 4 entries: Ru 1.864; C -1.402; C 1.286; C -1.532

C7H11NOS | the ωB97M-V functional and the def2-TZVPD basis

Summary:
Energy ... -801.28664 a.u.
Orbital gap (alpha / beta) ... 8.27 / 8.27 eV
Energy above the lowest of the compared OMol25 structures with the same formula, charge and spin ... 127.0 kcal per mole
E_LUMO (alpha / beta) ... -0.2016 / -0.2017 eV

The geometry in ORCA input format:
```
! wB97M-V def2-TZVPD RIJCOSX def2/J DEFGRID3
* xyz 0 1
C 1.068 -0.143 0.899
C 1.867 0.977 0.095
C 0.042 -1.163 0.476
C 1.705 2.464 0.249
C -1.907 0.304 0.113
C -1.940 -1.977 -0.726
C -1.027 -0.782 -0.442
N 2.950 0.592 -0.556
O 3.066 -0.802 -0.526
S 1.700 -1.626 0.276
H 0.974 -0.063 1.945
H 0.660 2.674 0.227
H 2.085 2.698 1.330
H 2.370 2.794 -0.600
H -2.494 0.773 -0.644
H -1.523 1.020 0.746
H -2.489 -0.251 0.877
H -2.365 -2.299 0.195
H -1.414 -2.872 -1.122
H -2.777 -1.787 -1.390
H -0.550 -0.531 -1.423
*
```

Mulliken atomic charge list, values in e, 4 entries: C -0.169; C 0.315; C -0.535; C -0.947

C3H3FS2 | the ωB97M-V functional and the def2-TZVPD basis

Summary:
Energy ... -1012.24222 a.u.
SMILES string ... F/C=C/SC=S
Orbital gap ... 8.36 eV
Energy above the lowest of the compared OMol25 structures with the same formula, charge and spin ... 45.8 kcal per mole
E_LUMO ... -0.6600 eV

The geometry in ORCA input format:
```
! wB97M-V def2-TZVPD RIJCOSX def2/J DEFGRID3
* xyz 0 1
F -3.718 0.319 -0.029
C -2.428 -0.276 0.087
C -1.404 0.501 -0.152
S 0.073 -0.637 0.016
C 1.499 0.548 0.158
S 3.045 0.069 -0.064
H -2.293 -1.566 0.106
H -1.272 1.587 -0.225
H 1.145 1.551 0.593
*
```

Mulliken atomic charge list, values in e, 4 entries: F -0.244; C -0.188; C -0.023; S -0.024

C26H30BeN3O4S3 | the ωB97M-V functional and the def2-TZVPD basis

Summary:
Energy ... -2683.53876 a.u.
Orbital gap ... 6.62 eV
E_LUMO ... 2.3483 eV

The geometry in ORCA input format:
```
! wB97M-V def2-TZVPD RIJCOSX def2/J DEFGRID3
* xyz -1 1
Be -0.188 -2.150 -1.053
C -0.658 0.605 -0.554
N -1.235 -0.673 -0.111
C -2.710 -0.676 -0.264
C -3.125 -0.605 -1.725
N -2.548 -1.724 -2.427
C -3.295 -2.968 -2.292
C -2.135 -1.485 -3.768
C -2.914 -0.774 -4.675
C -2.484 -0.581 -5.982
C -1.261 -1.114 -6.374
C -0.480 -1.822 -5.471
C -0.897 -2.024 -4.148
S 0.088 -2.938 -3.031
C -0.944 -0.990 1.283
C -0.961 -0.017 2.273
C -0.762 -0.353 3.605
C -0.577 -1.689 3.943
C -0.586 -2.669 2.960
C -0.772 -2.342 1.610
S -0.831 -3.555 0.347
H -1.294 1.459 -0.291
H -0.517 0.595 -1.638
H 0.316 0.744 -0.091
H -3.143 0.164 0.293
H -3.074 -1.599 0.181
H -2.737 0.311 -2.168
H -4.223 -0.570 -1.788
H -4.303 -2.881 -2.729
H -3.378 -3.252 -1.243
H -2.746 -3.761 -2.799
H -3.875 -0.380 -4.358
H -3.099 -0.029 -6.684
H -0.917 -0.976 -7.395
H 0.484 -2.222 -5.765
H -1.144 1.018 1.999
H -0.752 0.415 4.369
H -0.425 -1.966 4.981
H -0.443 -3.713 3.215
C 0.423 5.226 1.380
C 1.224 4.088 1.960
C 2.560 3.908 1.594
C 3.300 2.855 2.098
C 2.693 1.956 2.968
C 1.372 2.118 3.352
C 0.646 3.189 2.849
S 3.626 0.615 3.648
O 4.888 1.147 4.089
O 2.757 -0.061 4.563
N 3.991 -0.396 2.423
C 2.956 -0.922 1.488
C 3.079 -0.255 0.124
C 2.088 -0.688 -0.956
O 2.277 -0.275 -2.089
O 1.144 -1.467 -0.522
H 1.028 6.130 1.294
H -0.449 5.449 1.995
H 0.071 4.967 0.378
H 3.021 4.607 0.903
H 4.344 2.730 1.831
H 0.940 1.401 4.040
H -0.387 3.327 3.152
H 4.829 -0.065 1.956
H 1.966 -0.785 1.928
H 3.107 -1.994 1.394
H 4.072 -0.448 -0.292
H 2.979 0.828 0.220
*
```

Mulliken atomic charge list, values in e, 4 entries: Be 0.240; C -1.150; N 1.320; C -1.208

C5H8N2 | the ωB97M-V functional and the def2-TZVPD basis

Summary:
Energy ... -304.76170 a.u.
SMILES string ... CC1(C)N[C@H]1C#N
Orbital gap ... 11.19 eV
Energy above the lowest of the compared OMol25 structures with the same formula, charge and spin ... 46.3 kcal per mole
E_LUMO ... 0.9156 eV

The geometry in ORCA input format:
```
! wB97M-V def2-TZVPD RIJCOSX def2/J DEFGRID3
* xyz 0 1
C -0.369 1.279 -0.218
C -0.273 -0.252 -0.118
C -1.451 -1.080 0.388
N 0.563 -0.917 -1.102
C 1.152 -0.618 0.199
C 1.939 0.589 0.393
N 2.472 1.595 0.606
H 0.611 1.809 0.024
H -1.046 1.662 0.542
H -0.686 1.582 -1.220
H -2.303 -1.037 -0.304
H -1.183 -2.139 0.489
H -1.795 -0.720 1.362
H 0.882 -0.295 -1.840
H 1.489 -1.457 0.800
*
```

Mulliken atomic charge list, values in e, 4 entries: C -1.325; C 1.056; C -1.275; N -0.637

F_max, respectively: 2.01, 1.76, 0.62, 3.16, 4.41, 0.93, 2.35 eV/A.